[1]
Below is a 3-piece molecular cluster, C31H63N8O8P3S overall in a non-equilibrium geometry, with properties calculated with the ωB97M-V functional and the def2-TZVPD basis.

Geometry (Å):
C (4.20, -5.63, 3.36)
C (4.76, -6.69, 2.39)
S (3.59, -7.30, 1.15)
C (3.27, -5.90, 0.02)
N (3.44, -4.58, 0.59)
C (4.70, -3.99, 0.44)
O (5.75, -4.56, 0.25)
C (4.46, -2.52, 0.50)
C (5.37, -1.49, 0.55)
C (4.88, -0.19, 0.60)
C (5.82, 1.01, 0.67)
P (7.54, 0.71, 1.13)
O (8.22, 1.99, 1.33)
O (8.24, -0.10, -0.06)
O (7.59, -0.15, 2.48)
C (3.49, 0.05, 0.60)
C (3.01, 1.49, 0.61)
C (2.57, -1.01, 0.58)
C (1.06, -0.83, 0.61)
C (0.61, -0.07, 1.87)
C (-0.85, -0.33, 2.27)
C (-1.34, -1.78, 2.10)
N (-2.18, -1.93, 0.90)
C (-3.27, -2.77, 1.00)
C (-3.57, -3.59, -0.24)
O (-3.98, -2.83, 1.99)
C (3.11, -2.29, 0.52)
C (2.42, -3.62, 0.44)
O (1.26, -3.90, 0.25)
H (4.55, -4.64, 3.06)
H (4.50, -5.85, 4.38)
H (3.11, -5.62, 3.27)
H (4.97, -7.58, 2.98)
H (5.70, -6.39, 1.94)
H (2.25, -6.04, -0.34)
H (3.94, -6.01, -0.83)
H (6.43, -1.72, 0.55)
H (5.80, 1.58, -0.27)
H (5.43, 1.68, 1.44)
H (7.57, -0.37, -0.70)
H (6.71, -0.40, 2.78)
H (2.91, 1.83, 1.64)
H (2.02, 1.53, 0.16)
H (3.65, 2.14, 0.03)
H (0.67, -1.83, 0.55)
H (0.80, -0.30, -0.31)
H (0.69, 0.99, 1.65)
H (1.31, -0.24, 2.70)
H (-1.55, 0.35, 1.77)
H (-0.94, -0.09, 3.33)
H (-1.89, -2.06, 2.99)
H (-0.50, -2.47, 2.03)
H (-1.62, -2.16, 0.09)
H (-2.68, -4.17, -0.48)
H (-4.44, -4.21, -0.08)
H (-3.73, -2.89, -1.07)
O (-3.04, 2.75, 2.77)
P (-3.75, 4.06, 2.71)
N (-3.77, 4.57, 4.35)
C (-4.91, 4.60, 5.23)
C (-2.49, 4.43, 5.03)
N (-5.26, 3.54, 2.04)
C (-6.51, 3.55, 2.77)
C (-5.17, 2.37, 1.17)
N (-3.95, 5.61, 2.09)
C (-3.56, 6.84, 2.77)
C (-4.33, 5.80, 0.69)
H (-4.70, 5.24, 6.09)
H (-5.20, 3.61, 5.60)
H (-5.77, 5.07, 4.75)
H (-1.72, 5.06, 4.56)
H (-2.12, 3.40, 5.03)
H (-2.57, 4.76, 6.07)
H (-6.48, 2.93, 3.68)
H (-7.31, 3.17, 2.14)
H (-6.80, 4.57, 3.04)
H (-5.16, 1.43, 1.73)
H (-4.26, 2.40, 0.57)
H (-6.02, 2.36, 0.49)
H (-4.39, 7.24, 3.36)
H (-3.27, 7.61, 2.05)
H (-2.70, 6.70, 3.43)
H (-5.38, 6.10, 0.62)
H (-4.20, 4.90, 0.11)
H (-3.72, 6.57, 0.22)
O (-0.61, 0.84, -3.25)
P (-0.77, -0.04, -4.45)
N (0.05, -1.47, -3.96)
C (1.33, -1.94, -4.44)
C (-0.30, -1.92, -2.63)
N (0.00, 0.95, -5.64)
C (1.26, 0.61, -6.26)
C (-0.10, 2.38, -5.40)
N (-1.69, -0.81, -5.62)
C (-2.05, -2.23, -5.60)
C (-2.41, -0.03, -6.63)
H (1.45, -2.99, -4.20)
H (2.18, -1.38, -4.02)
H (1.39, -1.90, -5.53)
H (-1.36, -2.19, -2.57)
H (-0.10, -1.16, -1.87)
H (0.26, -2.82, -2.35)
H (2.08, 0.51, -5.54)
H (1.54, 1.39, -6.97)
H (1.18, -0.31, -6.85)
H (0.66, 2.75, -4.69)
H (-1.07, 2.65, -4.99)
H (0.02, 2.92, -6.34)
H (-1.31, -2.81, -6.15)
H (-3.02, -2.39, -6.07)
H (-2.13, -2.63, -4.59)
H (-1.91, -0.10, -7.59)
H (-2.48, 1.02, -6.35)
H (-3.44, -0.39, -6.74)

Computed properties:
Total charge: 0

---

[2]
Below is C31H65AlBrCl16 as an isolated structure in a non-equilibrium geometry, with properties calculated with the ωB97M-V functional and the def2-TZVPD basis.

Geometry (Å):
C (-3.37, 1.56, 0.20)
C (-3.97, 0.81, -1.14)
C (-5.18, -0.28, -0.76)
C (-4.38, -1.71, -0.45)
C (-5.34, -2.86, 0.23)
C (-4.30, -4.00, 0.86)
C (-4.16, -3.89, 2.50)
C (-3.39, -2.47, 2.95)
C (-2.52, -2.67, 4.36)
C (-2.15, -1.16, 4.96)
C (-0.57, -0.75, 4.75)
C (-0.34, 0.43, 3.61)
C (0.79, 0.05, 2.48)
C (0.16, -0.26, 0.98)
C (1.23, -1.25, 0.22)
Al (0.22, -2.94, -0.39)
Br (1.66, -4.87, -0.48)
H (-2.93, 0.72, 0.91)
H (-4.17, 2.15, 0.82)
H (-2.46, 2.22, -0.17)
H (-4.26, 1.53, -2.01)
H (-3.07, 0.14, -1.56)
H (-5.97, -0.40, -1.65)
H (-5.82, 0.07, 0.17)
H (-3.84, -2.14, -1.41)
H (-3.53, -1.42, 0.34)
H (-6.09, -3.34, -0.56)
H (-6.03, -2.45, 1.10)
H (-4.63, -5.10, 0.59)
H (-3.24, -3.81, 0.35)
H (-3.58, -4.83, 2.94)
H (-5.23, -3.85, 3.02)
H (-2.56, -2.19, 2.14)
H (-4.23, -1.67, 3.04)
H (-3.23, -3.26, 5.08)
H (-1.55, -3.28, 4.04)
H (-2.42, -1.21, 6.11)
H (-2.89, -0.36, 4.50)
H (0.00, -1.72, 4.39)
H (-0.04, -0.40, 5.75)
H (-1.37, 0.60, 3.03)
H (-0.04, 1.44, 4.12)
H (1.50, 0.99, 2.34)
H (1.50, -0.83, 2.87)
H (-0.07, 0.75, 0.40)
H (-0.89, -0.81, 1.08)
H (1.74, -0.71, -0.72)
H (2.10, -1.63, 0.92)
H (-0.37, -2.72, -1.86)
H (-0.97, -3.29, 0.64)
Cl (2.08, -0.40, -6.45)
C (2.39, -1.80, -5.40)
C (1.13, -2.30, -4.71)
Cl (0.54, -1.14, -3.49)
H (3.17, -1.52, -4.68)
H (2.80, -2.59, -6.04)
H (1.34, -3.23, -4.18)
H (0.33, -2.48, -5.43)
Cl (4.09, 0.07, 3.86)
C (5.03, -0.96, 2.75)
C (5.93, -0.14, 1.83)
Cl (4.99, 0.80, 0.64)
H (4.33, -1.57, 2.18)
H (5.64, -1.62, 3.37)
H (6.59, -0.80, 1.26)
H (6.56, 0.56, 2.39)
Cl (4.93, 0.48, 8.73)
C (4.94, 1.98, 7.76)
C (3.57, 2.63, 7.69)
Cl (2.41, 1.67, 6.73)
H (5.32, 1.73, 6.76)
H (5.65, 2.65, 8.24)
H (3.65, 3.61, 7.21)
H (3.15, 2.78, 8.69)
Cl (1.77, -1.03, -11.06)
C (3.01, -0.76, -9.81)
C (4.14, 0.12, -10.31)
Cl (5.14, -0.70, -11.53)
H (3.37, -1.73, -9.47)
H (2.50, -0.27, -8.97)
H (4.81, 0.38, -9.48)
H (3.77, 1.06, -10.74)
Cl (1.67, 4.94, 10.08)
C (2.91, 5.22, 11.33)
C (4.04, 6.10, 10.84)
Cl (5.04, 5.28, 9.61)
H (3.27, 4.25, 11.67)
H (2.40, 5.71, 12.17)
H (4.71, 6.36, 11.67)
H (3.67, 7.03, 10.40)
Cl (0.37, 1.98, -13.31)
C (-0.90, 0.78, -12.96)
C (-2.24, 1.18, -13.55)
Cl (-2.94, 2.60, -12.75)
H (-0.96, 0.67, -11.87)
H (-0.57, -0.17, -13.38)
H (-2.96, 0.36, -13.43)
H (-2.16, 1.39, -14.62)
Cl (4.76, 2.19, 12.05)
C (4.24, 1.29, 13.50)
C (2.74, 1.07, 13.53)
Cl (1.84, 2.58, 13.79)
H (4.59, 1.84, 14.38)
H (4.76, 0.32, 13.48)
H (2.48, 0.40, 14.36)
H (2.38, 0.61, 12.60)
Cl (-4.48, -0.43, -14.97)
C (-5.95, 0.55, -14.78)
C (-6.29, 1.33, -16.05)
Cl (-5.11, 2.62, -16.39)
H (-5.80, 1.22, -13.93)
H (-6.76, -0.13, -14.54)
H (-7.26, 1.81, -15.94)
H (-6.33, 0.67, -16.92)

Computed properties:
Total charge: -1

---

no.,DFT total energy (a.u.),Kohn-Sham gap (eV)
1,-3681.3432,7.47
2,-11399.5702,6.51